Version i
# C4H7NO

An isolated molecule of C4H7NO (the ωB97M-V functional and the def2-TZVPD basis, the Open Molecules 2025 dataset).

XYZ file:
```
13
Properties=species:S:1:pos:R:3:lowdin_charge:R:1
C -1.42 -0.79 -0.07 -0.044
N -0.38 0.12 -0.61 -0.088
C 1.06 -0.14 -1.04 -0.038
C 0.74 -0.17 0.35 -0.236
C 0.92 0.82 1.35 -0.357
O 1.98 1.25 1.76 -0.018
H -2.40 -0.43 -0.38 0.081
H -1.22 -1.81 -0.39 0.099
H -1.38 -0.79 1.03 0.088
H -0.63 1.10 -0.78 0.165
H 1.56 0.76 -1.42 0.122
H 1.22 -1.03 -1.65 0.108
H -0.06 1.12 1.83 0.120
```

Calculated values
SMILES = C[N@@H+]1C/C1=C\[O-]
LUMO energy = 0.541 eV
Molecular weight = 85.11 Da
Gap between HOMO and LUMO = 8.27 eV

---

Version ii
# C4H7NO

A structure of composition C4H7NO (the ωB97M-V functional and the def2-TZVPD basis, the Open Molecules 2025 dataset).

XYZ file:
```
13
Properties=species:S:1:pos:R:3:lowdin_charge:R:1
C 0.01 0.73 -0.08 -0.054
C 1.03 -0.13 -0.06 -0.058
C 2.46 -0.37 0.06 -0.051
C -2.39 -0.16 0.21 -0.066
N -1.07 -0.17 -0.40 -0.281
O -0.37 -1.36 -0.35 -0.105
H -0.08 1.85 -0.05 0.130
H 2.60 -1.20 0.86 0.135
H 2.79 -0.60 -0.86 0.037
H 2.78 0.61 0.32 0.090
H -2.45 0.89 0.34 0.060
H -3.20 -0.42 -0.43 0.071
H -2.52 -0.55 1.23 0.091
```

Calculated values
LUMO energy = 0.837 eV
Molecular weight = 85.11 Da
Gap between HOMO and LUMO = 8.61 eV

---

Version iii
# C4H7NO

An isolated molecule of C4H7NO (the ωB97M-V functional and the def2-TZVPD basis, the Open Molecules 2025 dataset).

XYZ file:
```
13
Properties=species:S:1:pos:R:3:lowdin_charge:R:1
O 1.49 -1.08 1.43 0.048
C 0.77 -1.69 0.66 -0.255
C -0.30 -1.03 -0.15 -0.128
C -0.46 0.41 0.26 -0.344
C 0.28 1.47 -0.49 -0.160
N -1.12 1.22 -0.73 0.027
H 0.90 -2.78 0.53 0.119
H -1.22 -1.64 -0.11 0.125
H -0.01 -1.06 -1.21 0.129
H -0.16 0.70 1.26 0.131
H 1.05 1.13 -1.16 0.103
H 0.50 2.37 0.09 0.111
H -1.71 1.97 -0.39 0.094
```

Calculated values
SMILES = O=CC[C@H]1CN1
LUMO energy = 1.108 eV
Molecular weight = 85.11 Da
Gap between HOMO and LUMO = 10.75 eV

---

Version iv
# C4H7NO

An isolated molecule of C4H7NO (the ωB97M-V functional and the def2-TZVPD basis, the Open Molecules 2025 dataset).

XYZ file:
```
13
Properties=species:S:1:pos:R:3:lowdin_charge:R:1
C -0.68 0.00 2.00 -0.021
C -0.92 -1.04 1.20 -0.189
C -0.86 -0.98 -0.30 -0.185
N -0.07 -0.35 -1.06 0.022
O 0.61 0.63 -0.41 -0.260
C 1.51 1.33 -1.27 -0.084
H -0.48 1.09 1.42 0.136
H -0.87 -0.09 3.07 0.046
H -1.20 -2.16 1.65 0.149
H -1.39 -1.81 -0.80 0.106
H 1.91 2.23 -0.67 0.108
H 2.38 0.71 -1.47 0.067
H 0.96 1.60 -2.24 0.105
```

Calculated values
SMILES = C=C/C=N\OC
LUMO energy = 0.973 eV
Molecular weight = 85.11 Da
Gap between HOMO and LUMO = 10.17 eV

---

Which of them is least stable? Easy: version ii.

---

Version i
# C4H7NO

An isolated molecule of C4H7NO (the ωB97M-V functional and the def2-TZVPD basis, the Open Molecules 2025 dataset).

XYZ file:
```
13
Properties=species:S:1:pos:R:3:lowdin_charge:R:1
C -1.22 -1.61 -0.11 -0.010
N -0.25 -1.07 -0.77 0.053
C 0.27 0.17 -0.37 -0.580
C -0.49 1.21 0.60 0.018
C 1.71 0.07 -0.33 -0.080
O 1.02 0.68 -1.44 -0.004
H -1.48 -2.61 -0.51 0.074
H -1.86 -1.14 0.63 0.069
H -0.32 2.09 0.06 0.052
H 0.04 1.18 1.60 0.095
H -1.58 1.22 0.68 0.064
H 2.18 0.77 0.44 0.143
H 1.99 -0.95 -0.49 0.105
```

Calculated values
SMILES = C=N[C@@]1(C)CO1
LUMO energy = 0.993 eV
Molecular weight = 85.11 Da
Gap between HOMO and LUMO = 10.95 eV

---

Version ii
# C4H7NO

A cluster of 2 separate species, C4H7NO in total (the ωB97M-V functional and the def2-TZVPD basis, the Open Molecules 2025 dataset).

XYZ file:
```
13
Properties=species:S:1:pos:R:3:lowdin_charge:R:1
C 1.87 0.37 0.54 -0.107
O 0.68 -0.23 0.79 -0.112
C -0.12 -0.71 -0.07 -0.208
C -1.49 -1.11 0.34 -0.039
C -0.15 1.87 -0.98 -0.119
N -1.08 2.16 -1.60 0.054
H 2.43 0.50 1.46 0.056
H 0.78 1.65 -0.39 0.013
H 2.39 -0.02 -0.33 0.069
H 0.24 -0.84 -1.09 0.137
H -1.66 -2.18 0.17 0.083
H -1.64 -0.90 1.40 0.091
H -2.23 -0.56 -0.25 0.084
```

Calculated values
LUMO energy (spin up / spin down) = 0.111 / 0.071 eV
Molecular weight = 85.11 Da
Gap between HOMO and LUMO (spin up / spin down) = 8.04 / 7.95 eV

---

Version iii
# C4H7NO

An isolated molecule of C4H7NO (the ωB97M-V functional and the def2-TZVPD basis, the Open Molecules 2025 dataset).

XYZ file:
```
13
Properties=species:S:1:pos:R:3:lowdin_charge:R:1
C -1.20 0.20 1.29 -0.082
N -0.67 0.15 -0.07 -0.126
C -0.16 -1.09 -0.59 -0.111
C 0.77 0.02 -0.21 -0.250
C 1.35 0.92 -1.25 -0.222
O 2.42 1.46 -1.15 0.052
H -1.45 -0.80 1.67 0.081
H -2.10 0.81 1.31 0.076
H -0.48 0.65 1.97 0.083
H -0.15 -1.96 0.07 0.112
H -0.38 -1.31 -1.63 0.108
H 1.37 -0.12 0.69 0.148
H 0.69 1.07 -2.13 0.131
```

Calculated values
SMILES = CN1C[C@H]1C=O
LUMO energy = 0.921 eV
Molecular weight = 85.11 Da
Gap between HOMO and LUMO = 10.48 eV

---

Which of them is least stable? Easy: version ii.

---

Version i
# C4H7NO

An isolated molecule of C4H7NO (the ωB97M-V functional and the def2-TZVPD basis, the Open Molecules 2025 dataset).

XYZ file:
```
13
Properties=species:S:1:pos:R:3:lowdin_charge:R:1
C -1.01 1.19 -0.11 -0.025
C -0.06 -0.03 0.01 -0.404
C 0.81 0.19 1.23 -0.202
O 0.79 1.25 1.82 0.044
C -0.06 -1.49 -0.50 -0.106
N 0.48 -0.42 -1.30 0.031
H -0.45 2.12 0.14 0.080
H -1.31 1.28 -1.15 0.073
H -1.87 1.21 0.57 0.079
H 1.40 -0.65 1.65 0.125
H 0.70 -2.18 -0.09 0.105
H -0.92 -2.04 -0.87 0.101
H 1.49 -0.43 -1.39 0.099
```

Calculated values
SMILES = C[C@@]1(C=O)CN1
LUMO energy = 0.827 eV
Molecular weight = 85.11 Da
Gap between HOMO and LUMO = 10.52 eV

---

Version ii
# C4H7NO

A cluster of 2 separate species, C4H7NO in total (the ωB97M-V functional and the def2-TZVPD basis, the Open Molecules 2025 dataset).

XYZ file:
```
13
Properties=species:S:1:pos:R:3:lowdin_charge:R:1
C 1.72 0.97 0.31 -0.042
C -1.34 0.36 -1.14 0.007
O -1.72 0.08 0.04 -0.065
C -1.32 -0.92 0.83 -0.150
C -0.40 -1.84 0.32 -0.254
N 0.36 -2.56 -0.19 0.154
H 2.34 1.34 1.13 0.021
H 1.97 -0.07 0.10 0.015
H 1.89 1.58 -0.58 0.023
H -0.61 -0.27 -1.64 0.091
H -1.79 1.24 -1.58 0.090
H -1.79 -0.94 1.80 0.111
H 0.67 1.03 0.61 -0.002
```

Calculated values
LUMO energy (spin up / spin down) = -0.068 / -0.560 eV
Molecular weight = 85.11 Da
Gap between HOMO and LUMO (spin up / spin down) = 8.37 / 7.72 eV

---

Version iii
# C4H7NO

A structure of composition C4H7NO (the ωB97M-V functional and the def2-TZVPD basis, the Open Molecules 2025 dataset).

XYZ file:
```
13
Properties=species:S:1:pos:R:3:lowdin_charge:R:1
O 0.00 0.15 2.33 -0.017
C -0.44 -0.31 1.07 -0.346
C -0.99 0.50 -0.21 -0.072
C 0.01 -0.11 -1.22 -0.442
N 1.13 0.69 -1.30 0.083
C 0.54 -0.80 0.08 0.048
H 0.91 0.48 2.26 0.093
H -1.28 -0.98 1.35 0.149
H -0.92 1.59 -0.17 0.115
H -1.99 0.13 -0.44 0.107
H -0.32 -0.73 -2.05 0.133
H 1.77 0.26 -1.99 0.064
H 1.59 -0.88 0.28 0.085
```

Calculated values
LUMO energy (spin up / spin down) = -0.047 / 0.005 eV
Molecular weight = 85.11 Da
Gap between HOMO and LUMO (spin up / spin down) = 8.75 / 8.38 eV

---

Which of them is least stable? Easy: version iii.

---

Version i
# C4H7NO

A cluster of 2 separate species, C4H7NO in total (the ωB97M-V functional and the def2-TZVPD basis, the Open Molecules 2025 dataset).

XYZ file:
```
13
Properties=species:S:1:pos:R:3:lowdin_charge:R:1
C -0.71 -0.80 0.40 -0.007
C 0.36 -0.43 -0.29 -0.205
C 1.22 0.74 0.13 -0.181
C 2.13 0.27 1.18 -0.233
N 2.79 -0.17 2.02 0.142
H -1.28 -1.69 0.15 0.077
H -1.09 -0.22 1.24 0.090
H 0.72 -1.03 -1.12 0.111
H 0.63 1.58 0.52 0.126
H 1.82 1.13 -0.71 0.117
O -2.39 0.54 -1.04 -0.074
H -2.76 -0.31 -1.29 0.040
H -1.44 0.41 -1.19 -0.002
```

Calculated values
SMILES = C=CCC#N.O
LUMO energy = 0.691 eV
Molecular weight = 85.11 Da
Gap between HOMO and LUMO = 10.99 eV

---

Version ii
# C4H7NO

An isolated molecule of C4H7NO (the ωB97M-V functional and the def2-TZVPD basis, the Open Molecules 2025 dataset).

XYZ file:
```
13
Properties=species:S:1:pos:R:3:lowdin_charge:R:1
C -0.75 1.53 0.15 -0.062
C -0.30 0.18 -0.47 -0.275
C -1.31 -0.86 -0.19 -0.252
N -1.86 -1.82 0.16 0.165
C 0.89 -0.73 0.14 -0.231
O 2.27 -0.43 0.17 -0.050
H -1.72 1.84 -0.27 0.083
H -0.90 1.45 1.23 0.082
H -0.05 2.35 -0.05 0.078
H -0.27 0.32 -1.56 0.139
H 0.76 -1.67 -0.40 0.112
H 0.53 -0.91 1.15 0.116
H 2.71 -1.26 -0.07 0.095
```

Calculated values
SMILES = C[C@H](C#N)CO
LUMO energy = 0.567 eV
Molecular weight = 85.11 Da
Gap between HOMO and LUMO = 11.37 eV

---

Which of them is least stable? Easy: version i.

---

Version i
# C4H7NO

An isolated molecule of C4H7NO (the ωB97M-V functional and the def2-TZVPD basis, the Open Molecules 2025 dataset).

XYZ file:
```
13
Properties=species:S:1:pos:R:3:lowdin_charge:R:1
C -2.08 -0.27 -0.26 -0.150
N -0.99 -1.18 0.05 -0.011
C -0.13 -0.39 0.54 -0.238
C 1.22 -0.37 -0.05 -0.131
C 1.95 0.94 0.07 -0.258
O 1.49 1.98 0.48 0.055
H -1.79 0.28 -1.18 0.090
H -2.34 0.50 0.49 0.086
H -2.87 -0.95 -0.46 0.055
H -0.40 0.36 1.29 0.122
H 1.80 -1.15 0.43 0.123
H 1.15 -0.63 -1.12 0.138
H 3.00 0.87 -0.27 0.119
```

Calculated values
SMILES = C/N=C/CC=O
LUMO energy = 0.752 eV
Molecular weight = 85.11 Da
Gap between HOMO and LUMO = 9.62 eV

---

Version ii
# C4H7NO

An isolated molecule of C4H7NO (the ωB97M-V functional and the def2-TZVPD basis, the Open Molecules 2025 dataset).

XYZ file:
```
13
Properties=species:S:1:pos:R:3:lowdin_charge:R:1
C 1.39 -0.39 -0.84 -0.061
C -0.03 -0.20 -0.40 -0.406
C -0.55 -0.48 1.02 -0.028
C -0.96 0.99 1.04 -0.437
O -1.49 1.73 1.83 0.108
N -0.47 1.22 -0.30 0.096
H 1.56 0.19 -1.76 0.083
H 2.11 -0.06 -0.09 0.081
H 1.53 -1.45 -1.07 0.078
H -0.68 -0.67 -1.17 0.133
H -1.43 -1.14 1.02 0.120
H 0.17 -0.81 1.76 0.115
H -1.16 1.07 -1.02 0.117
```

Calculated values
SMILES = C[C@H]1CC(=O)N1
LUMO energy = 0.758 eV
Molecular weight = 85.11 Da
Gap between HOMO and LUMO = 10.54 eV

---

Which of them is least stable? Easy: version i.

---

Version i
# C4H7NO

An isolated molecule of C4H7NO (the ωB97M-V functional and the def2-TZVPD basis, the Open Molecules 2025 dataset).

XYZ file:
```
13
Properties=species:S:1:pos:R:3:lowdin_charge:R:1
O 1.70 1.12 -1.77 0.023
C 1.66 0.20 -0.97 -0.337
N 0.79 0.15 0.09 -0.087
C -0.37 1.05 0.11 -0.133
C -1.29 -0.18 0.05 -0.125
C -0.05 -1.03 0.40 -0.137
H 2.36 -0.66 -1.01 0.136
H -0.40 1.58 1.06 0.116
H -0.41 1.76 -0.72 0.112
H -2.14 -0.22 0.73 0.099
H -1.64 -0.38 -0.97 0.110
H 0.13 -1.93 -0.19 0.113
H 0.02 -1.28 1.47 0.109
```

Calculated values
SMILES = O=CN1CCC1
LUMO energy = 0.999 eV
Molecular weight = 85.11 Da
Gap between HOMO and LUMO = 10.46 eV

---

Version ii
# C4H7NO

An isolated molecule of C4H7NO (the ωB97M-V functional and the def2-TZVPD basis, the Open Molecules 2025 dataset).

XYZ file:
```
13
Properties=species:S:1:pos:R:3:lowdin_charge:R:1
C -0.06 -0.77 -1.38 0.037
C -0.27 -0.46 -0.10 -0.451
C 0.28 -1.24 1.06 -0.049
N -1.08 0.64 0.29 0.090
C -0.60 1.81 0.19 -0.266
O 0.62 2.17 -0.26 0.044
H -0.51 -0.20 -2.18 0.068
H 0.51 -1.66 -1.65 0.061
H 0.72 -0.57 1.80 0.081
H 1.04 -1.95 0.73 0.076
H -0.52 -1.80 1.57 0.083
H -1.18 2.68 0.50 0.128
H 1.07 1.37 -0.58 0.097
```

Calculated values
SMILES = C=C(C)/N=C\O
LUMO energy = 0.917 eV
Molecular weight = 85.11 Da
Gap between HOMO and LUMO = 10.07 eV

---

Which of them is least stable? Easy: version i.